Entry 1:
Molecular formula: C4H5NO
Method: DFT, ωB97M-V with the def2-TZVPD basis set

**Gap between HOMO and LUMO**: 9.0 eV
**Relative energy (zero: lowest compared OMol25 entry of this formula, charge and spin)**: 80.3 kcal/mol
**Net charge**: 0
**Lowest unoccupied orbital energy**: 0.36 eV
**HOMO energy**: -8.607 eV

Each line ends with the Löwdin charge.
Cartesian coordinates (Å):
O 0.90 -0.28 1.60  0.027
C 0.07 -0.91 0.81  -0.129
C 0.55 -0.78 -0.61  -0.190
C -0.25 0.53 -0.83  -0.148
C -1.25 0.68 0.28  -0.306
N -2.08 1.08 0.99  0.150
H 0.43 -0.12 2.44  0.125
H 1.63 -0.67 -0.73  0.113
H 0.17 -1.60 -1.23  0.108
H 0.42 1.40 -0.79  0.128
H -0.83 0.55 -1.76  0.123

---

Entry 2:
Molecular formula: C4H5NO
Method: DFT, ωB97M-V with the def2-TZVPD basis set

**Gap between HOMO and LUMO**: 10.0 eV
**Relative energy (zero: lowest compared OMol25 entry of this formula, charge and spin)**: 97.1 kcal/mol
**SMILES**: C#C/C(C)=N/O
**Net charge**: 0
**Lowest unoccupied orbital energy**: 0.80 eV
**HOMO energy**: -9.162 eV

Each line ends with the Löwdin charge.
Cartesian coordinates (Å):
C 2.49 -0.32 0.04  0.144
C 1.53 0.18 -0.49  -0.065
C 0.13 0.27 -0.21  -0.388
C -0.71 -0.95 0.17  -0.020
N -0.31 1.45 -0.31  0.014
O -1.67 1.51 -0.13  -0.056
H 3.27 -0.83 0.53  0.030
H -1.32 -1.20 -0.71  0.084
H -0.17 -1.85 0.47  0.083
H -1.43 -0.70 0.96  0.080
H -1.81 2.44 -0.33  0.094

---

What is the relative energy (zero: lowest compared OMol25 entry of this formula, charge and spin) in the first record? 80.3 kcal/mol